Computed, not measured: 10 unconnected molecules or ions with the total composition C23H55N10O18 at a distorted geometry, with ωB97M-V with the def2-TZVPD basis set.

Each line ends with the Löwdin charge.
Element x y z (Å)
C 5.966 -2.463 1.608  -0.11
C 4.599 -1.817 1.344  -0.27
C 4.680 -0.548 0.484  -0.23
C 3.275 -0.132 0.008  -0.21
C 2.978 1.381 0.015  -0.21
C 1.500 1.616 0.383  -0.21
C 1.014 3.048 0.176  -0.20
C -0.512 3.083 -0.111  -0.20
C -1.382 3.587 1.052  -0.22
C -2.339 2.514 1.617  -0.29
C -3.184 1.735 0.587  -0.27
N -2.576 0.422 0.416  -0.01
C -3.051 -0.597 -0.192  -0.48
C -3.009 -1.956 0.484  -0.09
C -3.627 -0.587 -1.597  -0.07
H 5.958 -2.923 2.598  0.06
H 6.145 -3.287 0.916  0.07
H 6.787 -1.747 1.571  0.05
H 3.932 -2.504 0.822  0.10
H 4.133 -1.545 2.294  0.11
H 5.275 -0.810 -0.401  0.11
H 5.199 0.260 1.000  0.08
H 2.561 -0.588 0.705  0.10
H 3.034 -0.553 -0.969  0.11
H 3.113 1.759 -1.004  0.10
H 3.644 1.926 0.688  0.09
H 1.381 1.284 1.420  0.12
H 0.928 0.904 -0.220  0.11
H 1.278 3.653 1.041  0.07
H 1.531 3.492 -0.682  0.09
H -0.665 3.765 -0.956  0.09
H -0.814 2.097 -0.459  0.07
H -0.743 3.948 1.868  0.09
H -1.970 4.454 0.729  0.08
H -2.958 2.965 2.404  0.07
H -1.715 1.765 2.116  0.08
H -3.117 2.307 -0.368  0.03
H -2.113 -2.485 0.106  0.05
H -3.874 -2.558 0.222  0.02
H -2.878 -1.844 1.560  0.06
H -4.363 -1.393 -1.704  0.05
H -4.096 0.367 -1.846  0.05
H -2.808 -0.771 -2.297  0.06
C 5.209 4.658 2.778  0.04
N 3.920 4.658 2.035  -0.44
O 3.954 4.914 0.849  0.06
O 2.922 4.400 2.672  0.07
H 6.006 4.899 2.084  0.08
H 5.133 5.405 3.562  0.10
H 5.349 3.666 3.197  0.09
C 8.876 1.245 0.541  0.05
N 8.025 2.120 1.393  -0.44
O 7.065 1.614 1.930  0.06
O 8.355 3.284 1.486  0.06
H 8.457 0.246 0.554  0.09
H 8.868 1.664 -0.461  0.10
H 9.878 1.261 0.959  0.10
C 0.866 2.915 -3.645  0.03
N -0.565 2.527 -3.733  -0.44
O -0.908 1.506 -3.187  0.07
O -1.303 3.282 -4.342  0.04
H 1.392 2.153 -3.079  0.09
H 1.248 2.988 -4.659  0.09
H 0.903 3.882 -3.142  0.06
C -5.214 4.380 -0.200  0.03
N -5.102 5.664 0.548  -0.45
O -4.906 5.621 1.741  0.06
O -5.222 6.693 -0.097  0.02
H -5.085 3.542 0.483  0.06
H -6.200 4.370 -0.657  0.09
H -4.434 4.374 -0.955  0.09
C -5.575 -6.428 -0.845  0.04
N -5.161 -5.026 -0.572  -0.44
O -5.765 -4.416 0.287  0.06
O -4.252 -4.585 -1.242  0.06
H -6.397 -6.678 -0.184  0.09
H -5.883 -6.473 -1.883  0.06
H -4.717 -7.068 -0.663  0.10
C -0.466 -3.605 2.243  0.04
N 0.600 -4.639 2.344  -0.43
O 1.666 -4.423 1.815  0.08
O 0.329 -5.655 2.962  0.03
H -0.086 -2.766 1.672  0.10
H -1.318 -4.057 1.746  0.09
H -0.721 -3.303 3.254  0.11
C -8.650 -5.043 -3.908  0.05
N -7.748 -6.225 -3.954  -0.43
O -7.280 -6.546 -5.022  0.09
O -7.535 -6.792 -2.897  0.02
H -8.742 -4.645 -4.911  0.09
H -9.608 -5.382 -3.526  0.10
H -8.201 -4.318 -3.235  0.11
C -0.206 7.748 -4.221  0.05
N 0.261 6.336 -4.166  -0.43
O 0.773 5.868 -5.161  0.07
O 0.089 5.755 -3.117  0.05
H 0.009 8.140 -5.208  0.09
H -1.272 7.743 -4.019  0.10
H 0.330 8.295 -3.451  0.10
C 1.166 -8.184 4.249  0.03
N 2.062 -9.375 4.249  -0.45
O 2.498 -9.759 3.185  0.06
O 2.298 -9.889 5.325  0.05
H 1.047 -7.835 3.234  0.07
H 0.217 -8.499 4.673  0.10
H 1.633 -7.425 4.868  0.10

Computed properties:
- orbital gap (eV) = 2.732
- net charge = -1
- LUMO (eV) = 1.2
- E (eV) = -76471.42085
- HOMO (eV) = -1.52

Computed, not measured: 3 unconnected molecules or ions with the total composition C23H56INO13P5S at a distorted geometry, with ωB97M-V with the def2-TZVPD basis set.

Each line ends with the Löwdin charge.
Element x y z (Å)
C 1.674 -3.262 2.864  -0.15
C 0.580 -2.537 2.022  -0.42
P -0.766 -3.608 1.376  0.93
C -1.580 -4.482 2.783  -0.30
C -0.020 -5.011 0.400  -0.50
O 1.163 -4.732 -0.299  -0.44
P 0.968 -4.856 -2.038  0.26
C 0.475 -3.010 -2.004  -0.24
S 3.054 -4.140 -2.540  0.39
C 0.614 -5.120 -3.918  -0.32
C -0.459 -4.195 -4.469  -0.29
O -1.040 -4.867 -5.624  -0.10
P 1.841 -6.970 -2.123  0.41
O 2.673 -7.134 -3.559  -0.47
I 3.496 -7.161 -0.263  0.30
O -0.633 -5.481 -1.823  -0.28
C -1.054 -5.710 -0.508  -0.41
N -1.505 -7.031 -0.090  -0.06
C -0.417 -8.023 0.109  -0.09
C -2.444 -7.605 -1.021  -0.47
C -3.791 -7.996 -0.421  0.00
O -2.234 -7.831 -2.187  0.11
H 1.342 -4.226 3.245  0.05
H 1.913 -2.619 3.714  0.05
H 2.576 -3.385 2.268  0.06
H 1.047 -2.010 1.193  0.05
H 0.121 -1.785 2.667  0.06
H -2.132 -3.793 3.417  0.02
H -2.266 -5.195 2.323  0.02
H -0.880 -5.064 3.396  0.03
H 0.355 -5.683 1.195  0.10
H -0.601 -2.827 -2.089  0.04
H 0.942 -2.459 -2.825  0.00
H 0.880 -2.560 -1.101  0.01
H 3.735 -4.152 -1.380  -0.23
H 0.235 -6.139 -4.018  0.06
H 1.510 -4.958 -4.515  0.05
H -1.269 -3.994 -3.771  0.10
H -0.004 -3.281 -4.860  0.11
H -1.900 -4.466 -5.765  0.06
H 2.038 -7.576 -4.132  0.02
H -1.954 -5.077 -0.408  0.12
H 0.536 -7.569 0.362  0.01
H -0.275 -8.638 -0.780  0.06
H -0.727 -8.689 0.922  0.08
H -3.610 -8.925 0.130  0.08
H -4.211 -7.219 0.211  0.07
H -4.449 -8.272 -1.242  0.07
O 2.351 2.798 -0.204  -0.23
P 1.671 2.035 -1.286  0.57
O 2.710 2.099 -2.546  -0.21
C 3.897 1.293 -2.463  -0.28
C 3.591 -0.191 -2.474  -0.09
O 0.515 3.123 -1.698  -0.24
C 0.351 4.349 -0.998  -0.28
C 1.252 5.437 -1.550  -0.07
O 0.802 0.778 -1.812  -0.21
C -0.344 0.866 -2.673  -0.25
C -0.085 1.462 -4.039  -0.07
H 4.456 1.565 -1.563  0.11
H 4.513 1.553 -3.324  0.11
H 3.016 -0.486 -1.593  0.07
H 4.508 -0.780 -2.482  0.08
H 2.998 -0.458 -3.348  0.08
H 0.497 4.205 0.070  0.08
H -0.692 4.651 -1.126  0.12
H 2.274 5.087 -1.691  0.07
H 1.270 6.300 -0.881  0.07
H 0.895 5.767 -2.528  0.07
H -1.155 1.377 -2.156  0.11
H -0.682 -0.163 -2.801  0.11
H 0.378 2.445 -4.007  0.06
H -1.033 1.564 -4.571  0.08
H 0.578 0.820 -4.621  0.08
O -1.107 8.367 1.497  -0.22
P -0.845 8.095 2.935  0.56
O -0.692 6.471 3.023  -0.20
C 0.503 5.880 2.490  -0.27
C 1.751 6.271 3.258  -0.07
O -2.339 8.365 3.543  -0.24
C -3.418 8.826 2.735  -0.28
C -4.146 7.680 2.060  -0.07
O -0.121 8.427 4.353  -0.22
C -0.801 8.481 5.619  -0.26
C -1.457 7.192 6.062  -0.07
H 0.603 6.158 1.437  0.09
H 0.370 4.800 2.535  0.12
H 1.947 7.344 3.185  0.07
H 2.621 5.745 2.862  0.08
H 1.646 6.032 4.316  0.08
H -3.073 9.564 2.013  0.10
H -4.107 9.349 3.402  0.12
H -3.458 6.975 1.596  0.07
H -4.826 8.055 1.293  0.08
H -4.728 7.116 2.791  0.07
H -1.502 9.314 5.625  0.11
H -0.029 8.744 6.346  0.12
H -2.151 6.784 5.334  0.07
H -2.015 7.371 6.982  0.08
H -0.707 6.421 6.249  0.08

Computed properties:
- orbital gap (eV) = 5.385
- net charge = -1
- LUMO (eV) = 1.5
- E (eV) = -118250.32048
- HOMO (eV) = -3.87

Computed, not measured: 3 unconnected molecules or ions with the total composition C23H56N5O2 at a distorted geometry, with ωB97M-V with the def2-TZVPD basis set.

Each line ends with the Löwdin charge.
Element x y z (Å)
C 0.012 1.948 -0.521  -0.16
C -0.172 1.430 1.054  -0.19
C -1.599 0.570 1.195  -0.20
N -2.434 0.967 -0.001  -0.06
C -3.596 0.033 -0.252  -0.25
C -3.131 -1.529 -0.610  -0.13
N -2.059 -1.406 -1.669  -0.05
C -2.734 -0.922 -2.969  -0.22
C -1.590 -1.023 -4.134  -0.10
C -1.348 0.340 -5.009  -0.19
O -0.622 1.415 -4.279  -0.25
C 0.833 1.204 -4.316  -0.25
C 1.514 2.668 -3.879  -0.08
C -3.384 0.563 -2.742  -0.21
O -4.288 1.002 -3.856  -0.05
N -4.303 0.539 -1.501  0.09
H -0.726 2.821 -0.782  0.07
H 1.115 2.352 -0.733  0.07
H -0.143 1.072 -1.306  0.07
H 0.724 0.699 1.248  0.11
H -0.160 2.389 1.731  0.11
H -2.056 0.850 2.238  0.12
H -1.277 -0.555 1.230  0.12
H -2.883 1.888 0.275  0.14
H -4.375 -0.021 0.635  0.17
H -2.780 -2.075 0.374  0.13
H -4.069 -2.044 -1.111  0.13
H -1.535 -2.294 -1.829  0.13
H -3.599 -1.699 -3.241  0.16
H -0.577 -1.399 -3.661  0.13
H -1.920 -1.878 -4.894  0.14
H -2.328 0.745 -5.557  0.14
H -0.621 0.033 -5.904  0.13
H 1.276 0.963 -5.372  0.13
H 1.098 0.382 -3.499  0.12
H 1.503 3.352 -4.834  0.09
H 0.811 3.151 -3.062  0.07
H 2.609 2.491 -3.462  0.08
H -2.614 1.432 -2.593  0.18
H -4.362 2.007 -3.682  0.14
H -5.107 -0.109 -1.754  0.20
H -4.664 1.522 -1.363  0.19
C 8.143 2.056 -2.292  -0.09
C 6.659 1.771 -2.074  -0.27
N 6.406 0.612 -1.216  -0.19
C 5.020 0.138 -1.269  -0.25
C 3.934 1.081 -0.766  -0.10
C 7.005 0.646 0.119  -0.25
C 6.668 1.832 1.018  -0.09
H 8.668 1.164 -2.654  0.08
H 8.264 2.843 -3.043  0.07
H 8.630 2.400 -1.376  0.07
H 6.225 1.582 -3.064  0.12
H 6.175 2.673 -1.689  0.10
H 4.939 -0.814 -0.728  0.11
H 4.790 -0.117 -2.311  0.11
H 3.944 1.167 0.322  0.06
H 2.950 0.689 -1.044  0.05
H 4.018 2.082 -1.199  0.06
H 8.096 0.612 0.005  0.10
H 6.764 -0.281 0.655  0.12
H 6.778 2.792 0.506  0.07
H 7.348 1.844 1.877  0.08
H 5.654 1.764 1.418  0.05
C -1.647 -4.216 5.292  -0.09
C -2.732 -3.623 4.397  -0.27
N -3.730 -2.841 5.128  -0.19
C -4.934 -2.551 4.344  -0.24
C -4.772 -1.680 3.103  -0.11
C -3.224 -1.727 5.933  -0.24
C -2.390 -0.663 5.227  -0.09
H -2.085 -4.791 6.117  0.09
H -1.014 -4.895 4.710  0.07
H -0.998 -3.443 5.712  0.07
H -3.232 -4.466 3.905  0.12
H -2.259 -3.036 3.604  0.09
H -5.694 -2.101 4.995  0.12
H -5.371 -3.507 4.030  0.11
H -4.597 -0.635 3.362  0.05
H -5.694 -1.710 2.512  0.07
H -3.962 -2.024 2.456  0.04
H -2.618 -2.142 6.747  0.11
H -4.060 -1.235 6.447  0.12
H -1.603 -1.093 4.601  0.06
H -1.898 -0.029 5.973  0.08
H -3.006 -0.006 4.609  0.04

Computed properties:
- orbital gap (eV) = 6.490
- net charge = +1
- LUMO (eV) = -3.1
- E (eV) = -36292.33485
- HOMO (eV) = -9.62